24
Properties=species:S:1:pos:R:3:forces:R:3:lowdin_charge:R:1 method="wB97M-V/def2-TZVPD" charge=0 homo_lumo_gap_ha=0.326 largest_force_ha_per_bohr=0.0842 spin_multiplicity=1
C 1.426570 1.373001 -0.089377 -2.08 -2.49 0.76 -0.241
C 0.787681 0.143937 0.031620 0.88 3.50 0.19 -0.251
C -1.694856 -1.974987 -0.230327 2.22 1.13 -1.04 -0.182
C -2.617107 -0.814870 -0.449954 -0.14 1.41 2.86 -0.139
C -0.661201 -1.552701 0.808809 -3.00 -0.18 0.75 -0.146
C -1.630657 0.416907 -0.206918 -1.79 -0.34 1.76 -0.104
C 0.992618 2.774039 0.121904 1.93 0.00 -3.88 0.000
N -0.477884 -0.166529 0.495137 1.42 0.74 -0.83 -0.070
O 1.674842 -0.885906 -0.255062 0.42 -0.60 -0.21 -0.112
O 3.554239 -0.570735 1.322784 -1.10 0.95 -0.85 -0.218
O 2.764400 1.164487 -0.428452 0.87 -0.22 0.01 -0.118
O 4.117215 -0.799512 -0.987146 -0.62 -0.07 -0.99 -0.206
S 3.172825 -0.336173 -0.044873 1.22 -0.25 1.51 0.657
H -2.111779 -2.856138 0.024252 -1.81 -2.92 0.92 0.072
H -1.094633 -2.203978 -1.127654 -0.45 0.34 -0.16 0.132
H -3.000440 -0.830872 -1.399083 -0.71 0.20 -2.61 0.063
H -3.586204 -0.743428 0.186114 1.94 -0.33 -0.43 0.140
H -1.188683 -1.701647 1.802551 1.24 0.26 -0.63 0.147
H 0.253419 -2.064642 0.668874 0.59 -0.78 0.60 0.106
H -1.368839 0.883902 -1.140235 0.33 0.33 -0.21 0.113
H -2.092865 1.146712 0.527380 0.30 -0.53 -1.27 0.130
H 0.435638 3.210557 -0.726704 0.06 -0.47 0.10 0.098
H 1.877720 3.392260 0.156332 0.45 0.10 0.14 0.090
H 0.467973 2.996326 0.940026 -2.16 0.24 3.50 0.039